[1]
106
Properties=species:S:1:pos:R:3 method="wB97M-V/def2-TZVPD" spin_multiplicity=1 charge=+1 largest_force_ev_per_a=11.6
C -6.319 4.695 1.621
H -5.312 1.189 3.328
H 0.453 3.671 3.421
C -4.239 -3.797 -0.160
H -8.325 4.293 2.717
H 0.574 -3.452 -3.772
H -2.310 -3.274 -0.803
C -0.036 0.384 0.093
C 3.780 -2.204 -4.308
C -6.833 2.795 3.114
C -1.552 1.830 5.167
C -2.715 0.126 0.456
C 1.278 -1.644 -3.135
H 1.927 -4.017 -0.685
H -1.869 -1.984 -2.608
H -1.834 0.877 -1.037
C 4.261 -5.005 -1.986
H 0.967 4.805 -0.805
H -0.150 -6.077 -1.454
C 2.720 -4.374 -0.195
H 2.388 2.054 3.599
H -4.566 -2.866 0.509
C 4.220 1.377 0.121
N -1.492 0.133 -0.466
H -2.101 0.775 5.022
H -1.318 5.503 -3.486
C 2.357 -0.670 -3.102
C -4.525 3.057 2.146
C -0.164 5.330 -3.747
C 4.235 0.394 1.137
C 0.312 4.696 -1.538
C 2.960 2.924 1.588
C 0.825 -0.889 0.478
H 1.180 -0.748 1.455
H -0.747 3.485 -4.821
C 0.129 4.088 5.698
H 3.543 -6.229 0.881
C 4.006 -3.993 -0.957
C 3.625 -1.009 -3.619
H 4.864 -2.438 -4.668
H 4.602 -0.582 0.990
C -4.969 4.210 1.476
H 4.726 -4.009 -0.344
H -4.613 -3.533 -1.143
C 3.570 2.638 0.424
C -0.798 -5.645 -0.563
O 2.759 -7.102 -2.273
O 0.315 1.583 0.315
H 4.822 1.296 -0.724
H -3.592 -0.274 -0.145
F 4.563 -0.211 -3.495
C -1.521 2.333 6.476
H -4.327 4.819 0.712
C -0.597 3.445 6.782
H 2.735 -3.946 0.843
C -7.212 4.000 2.505
C 1.446 -2.841 -3.823
C -5.442 2.297 2.950
H 1.487 5.918 -2.695
H 3.564 3.450 -0.218
H -2.979 1.138 0.700
H 2.700 -3.964 -4.910
H -0.029 6.194 -4.555
H 3.693 -4.988 -2.905
O -1.736 -2.155 -1.641
S 0.359 3.233 -2.558
H -0.447 4.000 7.748
H -1.516 -0.726 -0.732
O -2.789 -5.859 -1.736
H 5.319 -5.096 -2.005
H -1.093 -6.497 -0.073
C -0.845 2.386 4.085
C 0.125 4.078 -4.184
H -4.684 -4.771 -0.039
C 2.731 -3.148 -4.433
O 4.797 -7.382 -0.875
C 2.755 -5.905 0.096
H 3.895 -3.021 -1.533
N -2.824 -4.063 -0.242
H 0.716 5.078 5.642
H 2.326 0.125 -2.582
F -0.959 1.854 2.917
H 1.826 -6.349 0.053
H -3.633 2.684 2.080
H -2.569 -0.347 1.370
C -2.160 -5.153 -0.859
H 0.311 -1.889 0.177
H -0.551 4.976 -1.013
C 0.466 5.813 -2.540
H 0.341 -1.425 -2.522
F 2.359 4.127 1.779
H 1.113 3.980 -4.711
C 2.829 1.898 2.596
H 0.176 6.723 -2.044
H -7.514 2.046 3.491
O -0.813 2.476 -2.307
H 3.493 0.154 3.229
H -2.358 -3.747 0.742
H -1.962 1.683 7.270
F -6.729 5.731 0.795
C -0.092 3.420 4.388
H -0.121 -4.981 0.227
S 3.635 -6.572 -1.301
C 3.448 0.641 2.343
O 1.627 2.721 -2.566
H 1.650 -0.780 -0.114

[2]
105
Properties=species:S:1:pos:R:3 method="wB97M-V/def2-TZVPD" spin_multiplicity=3 s2=2.0057 charge=+1 largest_force_ev_per_a=0.7 relative_energy_kj_mol=50.9
C 0.269 0.096 3.842
H -1.877 1.178 2.921
C 4.480 2.465 -3.107
H -2.656 4.753 2.094
H -0.026 -5.930 1.043
H 1.029 -0.326 -3.480
N 2.628 -0.366 1.290
H 3.212 -3.586 1.855
H -1.038 6.241 0.920
H 1.209 0.069 4.405
C -2.019 -4.673 2.805
C 0.700 3.343 1.021
H -1.569 3.208 -6.527
H 0.846 -2.909 5.271
N 2.460 1.061 -1.770
C -0.797 5.202 1.111
C 3.093 2.095 -1.193
H -1.597 -1.336 5.618
H 4.066 1.115 -4.721
N -1.083 5.070 -2.800
N -0.649 -3.212 -3.516
C -2.483 0.798 0.069
C 3.245 -1.441 1.807
H 1.105 -4.905 1.920
C -1.853 -1.817 4.667
C 0.780 -2.731 -1.676
S -0.387 2.474 -2.590
N -1.580 3.879 -4.567
H -1.384 -4.802 3.687
Si -0.362 -1.656 3.531
C 4.391 -0.121 3.426
H 1.953 -2.531 3.956
C 3.824 1.418 -3.711
H -1.884 -4.856 -0.694
H -3.250 -4.136 0.148
H -2.112 1.660 -0.477
C -2.278 2.184 2.822
H 4.586 3.641 -1.313
H 0.803 -3.865 3.797
C -1.855 -1.128 1.275
N -1.540 -0.006 0.583
C -1.042 3.826 -3.339
H -1.439 6.956 -3.691
C 2.946 0.856 1.768
H -1.278 5.649 -5.673
C 3.787 0.994 2.869
H -2.294 -5.674 2.455
C 4.100 2.817 -1.820
H -2.442 2.149 -5.404
Sb 2.754 2.796 0.796
H -4.558 1.205 -0.219
H 2.485 -1.343 -3.426
H 3.389 -2.882 0.243
C -2.203 -3.978 -0.122
H -2.736 -1.303 4.276
H -0.972 5.151 -1.804
C 2.900 -2.765 1.214
H -0.673 2.189 -5.379
C -0.872 -1.249 -2.187
H -2.898 6.105 -3.158
C -1.973 5.237 -4.936
C 0.934 -2.850 4.182
C 4.153 -1.350 2.854
N 0.153 -1.602 -1.394
H 0.577 -5.326 -3.680
C 0.369 -4.910 1.113
C 0.370 -3.555 -2.738
H -2.935 -4.177 3.133
C 2.087 -0.367 -3.719
H -2.134 -2.850 4.886
H 1.640 -2.999 -1.080
C -0.716 -1.983 1.733
H -2.415 2.606 3.820
H 0.892 -4.709 0.174
C 2.813 0.743 -3.022
H 3.998 1.978 3.266
H 1.819 -2.847 1.087
C 0.441 4.682 0.754
H 4.623 -2.253 3.219
H 5.056 -0.024 4.277
N -0.177 2.542 1.629
H -3.496 -2.302 2.023
Ti 0.544 -0.540 0.417
H -2.174 -3.116 -0.789
N 1.034 -4.712 -3.025
C -3.222 -1.421 1.457
H -5.239 -0.837 1.081
Si -1.120 -3.789 1.410
H 0.441 0.740 2.980
H -2.975 5.250 -5.364
C -4.192 -0.599 0.932
H -1.365 -0.310 -1.998
H 5.266 3.003 -3.622
H -2.083 -1.772 -3.866
H 2.201 -0.280 -4.799
H -0.457 0.628 4.465
H -3.262 2.127 2.355
C -1.905 5.978 -3.593
H 1.571 -5.160 -2.302
C -1.697 4.378 1.759
C -1.568 2.791 -5.521
H 1.193 5.318 0.302
C -1.348 3.053 2.022
C -1.252 -2.064 -3.235
C -3.822 0.539 0.212

[3]
112
Properties=species:S:1:pos:R:3 method="wB97M-V/def2-TZVPD" spin_multiplicity=4 s2=3.7709 charge=-2 largest_force_ev_per_a=1.1
H -2.779 -7.087 -1.671
Re -0.400 0.878 0.283
H -6.394 -2.571 -0.507
C -3.844 3.460 -0.367
H -0.778 3.661 3.516
H 6.519 -2.230 0.237
H 0.600 -2.314 2.948
H -2.604 0.531 2.913
F -2.529 5.395 1.110
H 4.708 -1.416 1.039
C -2.289 3.705 -0.584
H 6.102 0.565 -3.029
N -0.824 1.649 2.832
H 8.363 -0.311 -1.284
H -1.855 -5.592 -1.982
C -2.435 -1.308 0.084
C 7.519 0.123 -0.740
C 1.866 4.026 -0.371
C 4.571 1.337 -0.865
H -2.727 2.144 3.665
H -5.690 -0.684 1.015
C -2.626 -4.158 0.120
H 5.133 1.856 -1.632
O -1.535 2.902 0.146
C -3.679 -3.338 -0.307
H -3.424 0.234 -1.904
C 6.034 -0.465 -2.677
C -5.980 -1.996 -1.340
H -6.068 0.499 -0.256
N 1.312 -0.307 2.817
H 2.702 4.255 -2.873
H -5.045 0.217 -2.599
F -0.850 4.150 -2.456
H -4.929 -5.789 0.103
H 7.479 1.192 -0.957
F -0.713 5.450 -0.050
C -4.787 -1.138 -0.908
C 2.650 -0.642 2.377
H -1.733 -7.489 0.557
H 3.838 2.893 -2.954
H 2.117 2.590 -2.704
H 5.353 -2.542 -1.078
F -4.590 4.593 -0.455
O 1.410 1.605 0.935
H 7.093 -2.523 -1.407
H 1.785 5.033 -0.791
H 4.092 5.280 -0.944
H -1.523 -6.170 1.719
H 4.470 4.287 0.475
H 1.488 0.134 4.880
H -2.654 1.976 1.894
C -2.749 -6.005 -1.511
C -2.281 1.571 2.832
F -2.551 6.151 -0.921
S 2.458 -1.988 -3.119
C -0.395 3.039 2.687
C -4.264 -0.407 -2.157
F -4.069 2.968 0.859
H -5.701 -2.679 -2.145
H 1.843 1.440 3.732
C -0.263 1.089 4.066
H 0.964 3.484 -0.630
H -0.285 1.839 4.875
H -4.120 -5.848 1.673
F -2.973 4.379 -2.814
H -4.095 -7.264 0.602
H 6.812 -1.045 -3.183
H -4.467 0.486 0.491
H -0.887 0.257 4.398
H 1.914 4.110 0.715
H 7.696 0.003 0.332
C -5.284 -0.144 0.154
C 6.297 -2.060 -0.819
H -0.579 -4.084 0.806
C 2.629 1.229 0.563
H 5.225 3.927 -1.085
C -4.056 -6.171 0.631
H -0.764 3.431 1.743
As 0.513 -1.562 -2.358
C -1.461 -3.532 0.504
C 2.937 3.267 -2.466
C 4.304 4.262 -0.605
H 0.692 3.084 2.671
H -6.763 -1.334 -1.716
C 3.416 1.941 -0.387
H -4.580 -3.821 -0.662
C 5.029 0.093 -0.452
C 3.209 0.080 1.149
O -2.291 -0.001 0.098
H 3.350 -0.467 3.209
F -4.376 2.608 -1.251
S 0.193 -1.367 0.732
S 0.231 0.648 -1.962
S -0.952 -2.349 -3.693
C -2.023 5.192 -0.128
C -3.633 -1.959 -0.339
C 0.336 -1.303 2.597
H -0.640 -6.158 0.176
C 3.111 3.346 -0.941
H -3.609 -5.550 -2.002
C 4.359 -0.482 0.612
H -0.643 -1.018 2.969
C -1.381 -2.146 0.489
C -2.751 -5.673 -0.009
C 6.211 -0.567 -1.154
H -3.917 -1.137 -2.891
C -2.051 3.645 -2.130
C 1.178 0.593 3.918
H 2.682 -1.718 2.166
F -2.129 2.407 -2.592
H 5.060 -0.870 -2.956
C -1.586 -6.411 0.655

[4]
113
Properties=species:S:1:pos:R:3 method="wB97M-V/def2-TZVPD" spin_multiplicity=2 s2=0.7576 charge=+1 largest_force_ev_per_a=1.3 relative_energy_kj_mol=70.1
H -2.903 -0.748 1.049
C 5.137 1.766 0.683
C -3.614 2.319 0.311
H 5.882 2.078 -0.027
H -1.031 4.530 0.708
C -2.883 1.772 -4.127
C -3.215 -0.567 -3.718
C 4.172 0.706 -3.351
H 5.711 -6.162 -2.049
P -1.306 1.451 1.749
C 3.392 1.478 -4.135
C 0.991 3.041 2.255
H -2.667 3.338 1.921
H 6.582 -6.970 -3.358
C 3.401 0.636 1.415
H 0.165 1.598 3.613
C -1.872 0.771 -2.185
Cl -4.360 0.419 -5.954
C -0.410 -2.416 3.964
Re 0.008 -0.065 0.199
H -4.126 1.514 0.829
H -1.718 2.848 -2.672
C 3.420 1.326 3.817
H -4.099 2.014 3.063
H -3.398 1.984 -0.701
C -0.696 -3.700 3.542
H 3.557 -1.067 -0.658
H 0.694 3.973 1.774
H -3.642 -1.526 -3.986
H 6.944 -4.509 -3.555
C -2.441 -0.445 -2.554
H 4.836 -6.777 -3.457
C -2.511 0.510 2.824
N 4.185 0.820 0.363
C -0.211 -1.423 3.016
H -4.336 -0.291 1.953
H 3.457 -5.244 -4.514
H 1.136 3.623 -3.128
C 4.953 2.120 1.974
H -4.310 3.157 0.238
C -0.209 2.380 2.944
H -1.202 4.304 3.176
H 1.462 2.417 1.507
H -3.077 2.640 -4.744
H 3.011 -3.595 -0.555
C -2.124 1.895 -2.982
C -2.345 2.803 1.026
H 1.253 -4.654 -3.862
O 5.233 -2.473 -3.985
H -3.243 -1.522 2.578
H -1.730 3.123 4.373
H -0.629 -3.254 0.224
H 2.232 -4.813 -2.399
O 0.581 -0.731 -5.458
N 3.865 1.398 2.429
H 0.019 -0.437 3.391
Br -0.962 -5.069 4.809
H -2.279 4.313 -0.510
H 0.357 2.215 -3.878
C -0.299 -1.644 1.629
C -0.568 -2.973 1.260
B 4.226 -0.106 -0.895
O -1.156 0.874 -1.090
H 0.272 0.070 -2.945
O 1.128 -2.814 -5.617
H -2.775 -2.492 -1.912
S 4.818 -3.708 -3.368
N 3.622 0.694 -2.087
C -3.285 -0.570 2.045
H 3.478 1.759 -5.170
N 2.361 1.933 -3.339
H 3.936 2.098 4.380
C 5.986 -4.959 -3.825
O 4.613 -3.776 -1.940
H 1.544 3.155 -4.793
N 1.588 -2.895 -2.816
C 0.710 -0.877 -2.701
H -1.852 -0.005 3.519
H 1.836 -2.849 0.534
C -3.421 0.535 -4.505
H -4.208 0.621 4.127
C 1.279 2.786 -3.806
H -0.145 3.856 4.501
C 3.303 -4.220 -4.168
N 0.913 -1.313 -1.420
C 1.953 -3.381 -0.402
C -3.510 1.321 3.664
C -2.239 -1.561 -1.675
S 1.424 1.864 -0.782
H 5.487 2.805 2.608
N 0.928 -1.791 -4.984
C -0.773 -3.983 2.192
C 1.100 -1.836 -3.560
H 3.663 0.351 4.235
H -0.859 3.269 -0.516
H -3.047 1.872 4.475
H 5.376 -0.376 -1.140
H -0.983 -4.992 1.861
C 2.063 -4.211 -3.286
H 5.933 -5.032 -4.914
H -0.344 -2.189 5.020
C -0.881 3.464 3.795
H 2.347 1.475 3.881
H 3.192 -3.580 -5.039
C -1.571 3.780 0.131
C 2.501 1.431 -2.089
H 1.740 3.305 3.004
H 5.063 0.150 -3.575
C 5.759 -6.295 -3.128
O -1.515 -1.540 -0.682
S 2.021 -0.413 1.610
C 1.466 -2.531 -1.518
H 1.400 -4.320 -0.346

These records have electronic energy values of -90097.9939; -109918.1809; -180177.6042; -190158.9453 eV, in the order they appear.